The molecule CH3Cl2OPS, computed with ωB97M-V/def2-TZVPD.

CARTESIAN COORDINATES (ANGSTROEM)
O  0.316  1.831  -0.045
P  0.950  0.586  -0.898
S  0.811  0.771  -2.860
Cl  2.635  0.068  -0.037
C  -0.360  -0.873  -0.168
Cl  -2.064  -0.339  -0.510
H  0.430  2.727  -0.398
H  -0.188  -0.717  0.817
H  -0.187  -1.827  -0.543

Calculated values
**SMILES string**: O[P@@](=S)(Cl)CCl
**ΔE to the lowest compared entry with this formula, charge and spin**: 31.51 kcal per mole
**Frontier orbital gap**: 0.352 Eh
**E_HOMO**: -9.29 eV
**E**: -48303.286 eV
**LUMO level**: 0.3 eV
**Multiplicity**: 1